Formula: C25H54NO7PSiYb
Source: OMol25
Level of theory: ωB97M-V/def2-TZVPD

```
90
Properties=species:S:1:pos:R:3:lowdin_charge:R:1
C -7.335 1.461 -1.038 -0.096
O -0.247 0.677 2.031 -0.160
C 2.141 1.246 1.658 -0.257
C 0.971 5.635 -1.855 -0.008
H -1.637 -2.701 -2.977 0.075
H 6.002 -1.367 -2.925 0.104
H 1.791 0.967 -1.867 0.142
H 3.757 2.906 1.776 0.148
H 2.646 -3.871 -1.010 0.082
H -0.043 -1.746 2.977 0.069
Yb 6.514 0.878 -1.199 1.714
H -2.719 2.436 1.924 0.134
H -4.717 2.003 0.512 0.125
H 3.097 0.025 -0.734 0.070
H -6.876 -0.435 -2.330 0.136
H 0.983 4.790 -2.695 0.108
H 0.244 1.931 0.379 0.150
H -7.681 1.294 0.070 0.080
H 4.035 1.611 0.435 0.042
C -2.437 -0.151 2.892 -0.132
C 3.181 2.261 0.954 -0.104
H 4.266 -3.732 -4.072 0.061
H 2.669 0.177 1.713 0.140
C 2.043 -0.022 -1.275 -0.223
H -1.714 -0.425 0.748 0.125
H 0.951 6.704 -2.333 0.109
H -0.072 -0.600 -0.671 0.141
H 1.860 0.946 5.150 0.138
H -6.792 2.523 -1.061 0.095
O 3.404 6.183 -1.190 -0.028
H 1.555 -3.365 1.942 0.055
N 1.872 1.645 3.096 -0.067
H 4.119 -2.912 -0.109 0.045
H -4.691 -1.953 -2.718 0.126
H 1.755 2.895 -0.853 0.117
H -3.225 -3.762 -3.345 0.089
H -3.361 0.581 3.084 0.122
Si 3.532 -1.924 -2.457 0.483
C 0.699 1.001 0.922 -0.185
H 0.069 -3.495 0.777 0.065
C -6.290 0.283 -1.583 -0.296
H -3.913 -0.715 -3.915 0.134
O -2.706 1.880 -2.222 -0.393
H 0.258 -4.850 2.071 0.088
C -2.449 1.713 1.032 -0.157
C 3.472 -2.859 -4.183 -0.186
H 0.024 5.467 -1.182 0.099
H 4.883 0.228 -3.166 0.094
C 5.063 -0.760 -2.548 -0.260
H 2.396 -3.234 -4.453 0.074
O 1.982 -1.113 -2.303 -0.256
H -3.433 -1.996 3.780 0.126
O -5.226 0.940 -2.364 -0.300
H 4.442 -4.119 -1.582 0.066
H -2.463 -2.672 -4.680 0.081
C -2.694 -2.707 -3.518 -0.097
C 2.607 3.297 -0.161 -0.188
C -3.860 1.200 0.332 -0.204
C -0.557 -2.794 2.895 -0.230
H 4.121 -0.504 3.375 0.057
C -3.069 -1.646 2.698 -0.211
H -4.268 0.198 0.816 0.081
H -5.909 -0.388 -0.699 0.107
H -1.939 -2.666 0.995 0.103
H -8.286 1.432 -1.747 0.092
H 3.818 -2.115 -5.050 0.064
H -1.902 2.361 0.216 0.100
H 4.019 -0.318 5.249 0.092
H 5.312 -0.438 -1.427 -0.100
C 2.281 5.506 -0.833 -0.269
C 0.932 -0.302 -0.102 -0.069
C 2.230 0.556 4.084 -0.249
C 0.434 -3.698 1.895 -0.155
H -1.763 -0.043 3.863 0.135
P -3.665 0.798 -1.554 0.781
C 3.837 0.263 4.243 -0.127
H -2.529 -3.864 2.347 0.132
H 4.530 1.195 4.089 0.074
H -0.551 -3.256 3.991 0.127
H 2.281 2.571 3.345 0.120
H 3.519 3.547 -0.891 0.121
C -1.600 0.409 1.556 -0.293
O -3.032 -0.795 -1.861 -0.313
H -4.040 -1.690 2.023 0.110
C -3.661 -1.437 -3.026 -0.271
H 1.284 -1.249 0.489 0.115
O 2.211 4.637 0.388 -0.102
H 1.606 -0.444 3.899 0.126
C 3.685 -3.327 -1.120 -0.181
C -2.030 -2.797 2.175 -0.223
```

The calculation puts the total energy at -3354.8586 hartree. The charge is +2. Its HOMO-LUMO gap is 3.2 eV. Its LUMO energy is -0.36124 Eh.

Formula: C4H12NO5P2
Source: OMol25
Level of theory: ωB97M-V/def2-TZVPD

```
24
Properties=species:S:1:pos:R:3:lowdin_charge:R:1
C -0.833 2.697 -2.355 -0.129
O -0.838 -2.337 0.238 -0.316
H -1.135 2.139 0.938 -0.031
H -1.604 2.802 -3.038 0.035
C -0.939 1.308 -1.847 -0.249
O -0.009 -1.476 2.421 -0.101
H 0.240 -0.734 2.914 0.012
O 1.998 0.069 -0.091 0.001
P -0.054 1.449 1.254 0.526
C 0.905 0.101 0.415 -0.491
H 0.111 2.912 -2.874 0.078
H 0.460 -3.811 0.980 0.006
H 0.966 0.850 -2.221 0.047
H 2.178 -3.993 1.057 -0.014
N 1.290 -4.461 1.306 -0.058
O -1.499 -0.011 1.007 -0.387
H -1.993 1.115 -1.661 0.104
H -0.130 -0.603 -1.885 0.037
H -1.065 3.350 -1.433 0.097
H 0.812 2.613 0.855 -0.003
O 0.257 1.303 2.696 -0.444
H 1.272 -4.545 2.381 0.020
C 0.050 0.399 -2.039 -0.003
P -0.439 -1.135 0.983 0.261
```

The calculation puts the total energy at -1273.3603 hartree. The energy relative to the best compared isomer or geometry (same formula, charge and spin) comes out at 86.4 kcal/mol. The charge is -1. Its HOMO-LUMO gap is 8.6 eV. Its LUMO energy is 0.12938 Eh.

Formula: C56H88Br24N8
Source: OMol25
Level of theory: ωB97M-V/def2-TZVPD

```
176
Properties=species:S:1:pos:R:3:lowdin_charge:R:1
C 16.100 19.089 15.142 -0.635
H 20.403 14.820 22.106 0.102
C 18.555 14.891 19.009 -0.684
H 19.783 20.516 13.041 0.107
C 11.602 16.644 17.119 -0.695
H 11.255 11.591 22.653 0.064
H 16.901 19.692 14.671 0.037
H 12.910 19.956 17.845 0.047
C 17.055 14.685 18.903 -0.752
H 12.617 11.593 20.589 0.046
H 17.931 11.370 21.988 0.010
H 13.560 12.587 21.648 0.005
C 23.046 16.707 21.364 -0.139
H 22.857 13.997 13.341 0.025
C 19.033 20.659 16.319 -0.071
C 12.998 14.026 14.116 -0.123
H 18.667 22.261 14.711 0.087
H 14.543 19.009 19.301 0.042
C 18.108 17.082 22.905 -0.769
H 16.579 14.526 11.626 0.028
Br 18.580 16.315 24.575 0.693
C 18.328 11.311 15.978 -0.729
C 13.006 15.050 20.225 -0.121
H 22.486 20.164 17.239 0.089
H 16.011 22.716 17.638 0.078
C 14.684 19.969 18.825 -0.201
H 18.672 21.015 17.264 0.081
H 11.725 15.636 16.816 0.040
H 24.156 12.543 22.621 0.038
H 13.588 22.090 16.627 0.104
C 13.144 11.627 21.547 -0.568
H 22.585 17.709 15.883 0.084
N 24.166 17.459 17.202 -0.036
Br 11.346 17.780 15.476 0.557
H 16.600 20.611 19.387 0.073
Br 21.952 12.486 11.532 0.608
H 18.834 21.692 20.595 0.090
N 13.798 20.404 17.920 0.006
Br 11.037 18.514 19.067 0.653
C 20.066 20.738 22.217 -0.113
Br 18.177 15.254 13.289 0.647
C 14.985 12.873 13.829 -0.165
C 19.403 20.846 20.968 -0.126
H 23.053 16.486 19.228 0.127
C 16.536 17.612 15.141 -0.574
H 23.043 13.693 21.978 0.009
Br 17.192 11.586 25.802 0.555
C 16.658 16.758 22.575 -0.683
H 13.871 14.908 19.592 0.017
H 18.834 15.226 20.026 0.035
C 17.016 11.913 23.844 -0.693
H 20.040 21.521 22.967 0.100
C 21.896 14.291 16.725 -0.131
H 25.670 17.568 18.668 0.119
H 16.621 17.132 14.169 -0.034
H 11.774 12.174 13.601 0.091
H 18.479 16.781 10.485 0.082
H 24.481 16.535 16.863 0.156
C 13.341 11.384 17.355 -0.670
C 17.979 11.081 23.057 -0.673
H 17.264 12.966 23.807 0.028
H 24.570 20.092 18.994 0.111
H 17.460 17.543 15.664 -0.022
H 11.660 13.356 19.502 0.082
Br 18.480 10.715 14.166 0.659
H 12.625 11.284 18.205 0.049
H 19.210 19.274 19.364 0.077
C 16.583 22.368 22.609 -0.674
H 9.568 17.014 17.779 0.061
H 15.087 10.427 18.378 -0.021
H 9.959 14.334 21.446 0.118
H 18.991 11.167 23.499 0.019
C 23.220 19.388 17.348 -0.092
H 16.859 20.333 22.023 -0.007
H 19.132 14.049 18.662 0.032
H 21.965 15.258 17.169 0.058
Br 21.930 12.179 23.682 0.582
H 18.731 16.637 22.149 0.009
Br 15.263 23.518 23.469 0.614
H 17.751 9.373 16.807 0.046
Br 18.157 10.841 18.807 0.616
C 12.710 12.702 13.807 -0.106
C 19.568 20.398 14.086 -0.150
H 20.573 17.869 20.877 0.097
H 24.031 14.042 11.961 0.069
H 23.821 12.024 20.269 0.033
C 24.818 18.092 18.245 -0.156
H 16.073 17.185 23.405 0.009
N 22.513 12.241 16.343 0.027
Br 23.239 16.901 12.664 0.530
C 23.174 18.201 16.645 -0.135
C 22.149 16.256 22.267 -0.157
H 16.293 16.287 11.991 0.068
C 18.488 10.144 16.995 -0.615
H 15.944 11.726 23.598 -0.029
H 13.026 11.319 16.346 0.017
H 14.891 14.923 14.456 0.026
H 19.482 9.703 16.957 0.054
H 18.724 14.995 10.443 0.014
C 15.366 21.932 17.942 -0.082
C 19.650 19.443 16.117 -0.178
C 24.261 19.305 18.293 -0.125
C 14.143 21.599 17.384 -0.120
Br 16.173 17.606 20.892 0.770
C 10.579 16.813 18.142 -0.592
H 13.985 10.920 13.418 0.100
H 15.810 19.462 16.115 0.024
Br 14.884 10.546 21.395 0.593
H 11.153 16.318 22.419 0.160
H 15.166 20.827 22.179 0.040
C 21.605 12.489 15.412 -0.151
H 23.867 17.478 21.498 0.141
H 21.041 14.982 19.429 0.044
H 16.649 22.655 21.549 0.065
N 11.528 15.762 21.660 0.002
H 22.933 11.356 16.460 0.149
H 12.601 16.967 17.488 -0.006
H 16.540 15.636 18.896 -0.042
Br 18.996 16.333 17.829 0.757
C 21.228 13.837 15.586 -0.097
C 23.200 12.666 22.197 -0.591
H 10.638 16.016 18.865 0.028
H 17.319 11.784 16.146 0.047
H 18.283 18.164 23.003 0.029
C 17.987 15.764 10.486 -0.739
C 10.925 14.685 21.107 -0.140
H 17.483 22.500 23.156 0.033
N 14.382 14.091 14.144 -0.032
C 12.277 11.193 22.675 -0.614
C 15.703 20.852 18.823 -0.128
N 22.654 16.208 20.143 0.027
Br 15.935 19.901 24.300 0.615
H 20.021 18.763 16.859 0.039
Br 17.019 15.529 8.864 0.669
Br 17.543 9.130 23.111 0.535
C 22.321 15.334 11.727 -0.608
C 16.167 20.918 22.596 -0.668
C 22.705 13.288 17.142 -0.174
C 17.019 15.504 11.685 -0.584
C 20.557 19.481 22.301 -0.132
C 19.028 21.288 14.988 -0.096
Br 14.566 19.410 13.926 0.565
C 22.958 14.024 12.243 -0.676
C 21.195 15.436 21.623 -0.135
H 16.770 14.025 18.076 -0.005
Br 15.174 16.608 16.274 0.668
H 16.077 12.863 13.892 0.070
H 22.456 15.520 10.660 0.053
C 13.981 12.008 13.567 -0.122
Br 13.487 8.524 17.498 0.636
H 20.547 14.292 14.917 0.045
H 21.422 11.774 14.631 0.079
H 15.095 10.286 16.663 0.028
C 23.149 11.683 21.030 -0.595
C 14.443 10.204 17.522 -0.718
H 20.540 18.552 14.341 0.129
N 19.915 19.249 14.752 0.024
H 12.527 14.982 14.276 0.083
H 22.208 16.585 23.293 0.102
H 21.257 15.469 11.994 0.020
Br 16.500 13.718 20.450 0.690
Br 13.051 11.534 24.504 0.582
H 21.082 18.988 23.108 0.105
H 23.339 10.636 21.270 0.058
C 11.803 14.212 20.156 -0.134
H 16.454 15.674 22.555 0.015
H 23.383 13.290 17.920 0.085
N 20.259 18.793 21.110 0.051
C 12.752 16.016 21.156 -0.158
H 13.195 16.899 21.529 0.085
Br 14.297 12.973 17.573 0.777
C 19.531 19.644 20.315 -0.143
H 12.180 10.099 22.714 0.050
H 19.015 12.154 16.077 0.023
C 21.572 15.393 20.259 -0.162
Br 21.394 11.668 20.074 0.573
```

The calculation puts the total energy at -64400.9670 hartree. Its HOMO-LUMO gap is 8.3 eV. Its LUMO energy is -0.00503 Eh.

Formula: C23H21N3O4S
Source: OMol25
Level of theory: ωB97M-V/def2-TZVPD

```
52
Properties=species:S:1:pos:R:3:lowdin_charge:R:1
H -4.392 3.021 -0.327 0.131
C -5.266 -3.011 -0.272 -0.041
C -3.491 3.243 -0.909 -0.225
C -2.275 2.775 -0.151 -0.170
C 5.844 -0.428 1.951 -0.083
H -5.287 -3.827 0.450 0.092
C -1.541 1.700 -0.559 0.022
H -1.535 -0.686 1.299 0.128
H -3.560 2.709 -1.868 0.123
C 0.451 0.346 -0.390 -0.181
H -5.607 -3.383 -1.235 0.080
H 4.906 1.359 1.238 0.095
C 5.861 -2.281 0.432 -0.085
N 2.682 0.269 -1.184 0.030
H 6.707 -2.335 2.397 0.100
H 4.442 0.411 -2.250 0.128
C -1.874 -2.179 -1.713 0.011
H -1.774 1.145 -1.456 0.151
H -2.423 4.337 1.323 0.126
H 4.938 -1.941 -1.468 0.113
C -0.043 1.916 1.257 -0.223
O -3.513 4.636 -1.102 -0.051
C -1.855 3.477 1.005 0.008
C -3.260 -1.720 0.621 -0.093
O 0.913 -1.617 -1.582 0.013
S 2.062 2.397 0.292 0.815
H -0.435 3.544 2.597 0.117
H 0.549 1.348 1.959 0.116
C 5.196 -1.515 -0.509 -0.043
C -0.770 3.041 1.705 -0.045
H 4.184 1.683 -1.026 0.081
C 5.178 0.339 1.011 -0.044
H -3.597 -3.255 -2.348 0.115
H -5.963 -2.257 0.088 0.086
C 6.187 -1.738 1.663 -0.094
O -4.833 -2.106 2.236 0.086
H -1.316 -2.369 -2.618 0.123
C 4.856 -0.198 -0.228 -0.212
C -1.972 -1.216 0.466 0.055
C 1.763 0.905 -0.473 -0.602
C -3.884 -2.464 -0.388 -0.180
C 0.116 -0.911 -0.935 -0.328
N -3.910 -1.412 1.867 -0.346
C -1.272 -1.420 -0.710 -0.134
H 6.124 -3.303 0.204 0.101
H 2.371 -0.648 -1.537 0.115
N -0.495 1.238 0.162 -0.077
C -3.149 -2.679 -1.552 -0.017
H 6.094 -0.002 2.912 0.102
H -2.725 4.901 -1.588 0.098
O -3.489 -0.452 2.484 0.074
C 4.083 0.615 -1.238 -0.157
```

The calculation puts the total energy at -1752.3540 hartree. The energy relative to the best compared isomer or geometry (same formula, charge and spin) comes out at 104.3 kcal/mol. Its HOMO-LUMO gap is 7.2 eV. Its LUMO energy is -0.01760 Eh.

How do the records compare in max |F|? In the order shown, they have 9.251 4.424 3.873 1.416 eV/A.